Here is a 2-piece molecular cluster, C18H34B2BrN5O4PS overall at a distorted geometry from OMol25. Energies are from ωB97M-V/def2-TZVPD.

Each line ends with the Löwdin charge.
Geometry (Å):
C: 3.3766 -2.5745 -1.7335  -0.148
H: -3.6950 0.2510 1.5799  0.106
P: 1.0663 -1.4012 -0.4225  1.022
H: 2.6935 -2.2255 1.3733  0.075
H: -0.8938 3.0399 -3.2727  0.114
H: -2.4998 1.4678 5.0226  0.067
Br: -1.9146 3.1764 0.7518  0.927
H: 3.8335 -2.4514 -0.7127  0.054
O: -3.4122 2.8907 -3.6937  0.062
C: 5.9474 2.6495 -2.0129  -0.059
H: -3.3366 -2.7235 -0.5565  0.108
B: -2.7310 0.5400 -0.0879  -0.644
N: 0.7138 2.2115 -1.3865  0.102
N: -3.0430 -0.6502 -0.8932  -0.153
H: 0.0169 0.9266 -3.8192  -0.067
H: -5.0963 -1.1962 -0.5416  0.103
O: -3.7570 0.9196 0.8585  0.023
H: -2.3773 -1.8952 0.8167  0.054
H: 0.9725 2.2655 -2.3862  0.124
C: -2.5650 -1.9278 -0.2945  -0.092
C: -1.4114 3.0435 -2.2534  -0.192
C: 1.6709 -2.5228 0.9779  -0.385
H: -0.7965 -0.3570 1.1599  0.117
H: 0.9973 0.7780 2.5649  0.114
H: 0.4513 2.4142 2.0672  0.103
N: 0.9435 0.2591 0.1502  -0.194
H: 3.3709 0.6129 -0.1833  0.176
H: 1.7588 -3.5971 0.6321  0.095
H: 1.0320 -3.2251 3.0536  0.085
C: -0.9678 1.1774 3.3259  -0.127
H: 6.3096 2.4881 -0.9582  0.109
H: 0.5666 -1.4867 2.6973  0.056
C: 2.1052 -1.6059 -1.9775  -0.388
H: -1.6363 -2.2359 -0.8782  0.051
C: 0.6845 -2.5125 2.2377  -0.160
O: 4.7725 1.8191 -2.2139  0.006
H: 3.9228 4.1922 -1.0268  0.122
C: -2.2297 -3.6485 4.9856  -0.052
O: 3.3114 3.6697 -1.5798  0.141
H: 1.4503 -2.1684 -2.7180  0.082
B: 3.6474 2.2984 -1.4971  -0.593
C: -2.9416 2.9024 -2.5704  -0.239
C: 1.4959 1.2600 -0.6873  -0.286
C: 0.0909 1.3555 2.1767  -0.181
N: 2.8416 1.3065 -0.7310  0.254
H: 4.1558 -2.4003 -2.5250  0.079
H: -1.2222 -3.8400 4.6158  0.065
N: -3.6341 -2.3721 3.1497  0.136
H: 2.9723 -3.6353 -1.8001  0.084
H: -2.7086 -4.5985 5.2233  0.086
H: 2.3983 -0.6484 -2.4913  0.063
C: -1.9188 1.2710 4.0862  0.094
H: -2.1683 -3.0441 5.8907  0.084
C: -0.7537 1.8028 -1.4815  -0.661
H: -0.3412 -2.8760 1.9287  0.064
H: 6.7543 2.2603 -2.7114  0.115
H: -3.6697 2.7612 -1.7027  0.128
C: -0.3170 0.6238 0.8299  -0.305
H: -4.8292 0.3538 -1.5117  0.097
C: -4.4609 -0.7072 -1.3345  -0.072
H: 5.8012 3.7374 -2.2645  0.104
S: -0.7302 0.4150 -2.7575  0.847
C: -3.0195 -2.9297 3.9510  -0.252
C: -1.3650 1.4285 -0.0963  -0.469
H: -1.1118 4.0507 -1.8170  0.116
H: -4.5594 -1.2343 -2.3373  0.107

The calculation puts the total energy at -126369.599 eV. Its orbital gap is 7.29 eV. The LUMO energy is -3.492 eV. Its total charge is +1. The HOMO energy is -10.78 eV.

---

Here is C18H34CuN5O2P2S2 as an isolated structure at a distorted geometry from OMol25. Energies are from ωB97M-V/def2-TZVPD.

Each line ends with the Löwdin charge.
Geometry (Å):
C: 1.1226 -0.6529 4.9667  -0.068
H: 1.4278 -2.4551 -2.5776  0.088
P: -0.6832 -1.3798 -2.5166  0.781
C: -1.4204 -2.7474 -1.5593  -0.239
C: -2.2284 2.6354 0.1559  -0.150
C: 2.8827 -0.9931 -0.1909  -0.310
H: -0.8440 0.5968 0.8299  0.058
H: -2.5155 -2.6520 -1.4217  0.068
H: 0.5792 2.8030 -1.6390  0.046
H: -2.8610 -0.8652 -3.3311  0.070
N: -0.0046 2.4598 -0.9080  -0.005
H: -3.0588 3.2927 0.2190  0.104
N: 0.8219 0.8981 1.8902  -0.181
C: -1.9481 -1.2860 -3.8533  -0.219
H: -1.2083 -3.7122 -1.9795  0.045
C: -1.1374 0.0608 4.5374  -0.077
N: -1.1458 -3.0248 6.6050  0.090
H: -0.9143 -2.7765 -0.5701  0.057
H: 2.8643 1.8509 -4.1720  0.051
H: 1.1333 -0.9760 -5.1792  0.078
H: 0.4961 -2.9958 -3.9857  0.102
H: -1.2166 4.1635 -1.0534  0.135
P: 0.9964 0.6105 -3.3266  0.806
O: 2.1415 1.8313 3.8827  -0.359
H: 1.3651 -2.3856 6.1818  0.117
C: -1.6500 -1.0534 5.1921  -0.018
H: 0.0227 2.6007 -4.2412  0.074
H: -1.7366 2.7683 1.1558  0.122
C: 0.7593 -2.0918 -3.4092  -0.361
C: -2.6851 1.1800 0.0136  -0.226
H: -3.1995 0.9704 -0.9173  0.102
C: 0.2061 1.5734 -4.6675  -0.220
H: 4.9228 -1.0796 0.6283  0.056
C: 2.5755 1.5950 -3.1530  -0.201
H: -0.3958 -3.2580 7.2735  0.109
C: 0.1996 0.2234 4.4381  -0.317
H: -0.7538 1.1647 -4.9040  0.014
H: 3.0047 -1.4946 -1.1408  0.086
H: 2.1817 -0.4352 4.8940  0.101
C: -0.7780 -1.9501 5.8299  -0.310
H: -3.3992 0.8944 0.8407  0.137
H: -1.7868 2.7074 -1.9704  0.115
H: 2.6055 -1.0437 -4.1204  0.110
N: -1.5346 0.2649 0.1061  -0.037
H: -2.2279 -2.2980 -4.1744  0.065
H: 3.3311 0.9597 -2.6399  0.060
C: 3.8844 -0.8395 0.7354  -0.438
C: -1.3252 3.0494 -1.0333  -0.220
H: -1.6853 -0.6333 -4.6751  0.020
H: 0.8732 1.5557 -5.5298  0.063
H: -1.8213 -0.6975 0.3629  0.105
O: -0.2260 2.5201 3.2820  -0.341
H: 2.3958 2.4769 -2.5454  0.035
H: -2.6865 -1.1891 5.3142  0.093
S: 3.3775 0.0109 2.1036  1.081
C: 1.4897 -0.9320 -4.1705  -0.338
N: 1.7257 -0.4158 0.1099  -0.024
S: 0.8115 1.5073 3.3783  0.592
C: 0.6365 -1.7247 5.6927  -0.012
H: 0.4049 2.6106 0.0032  0.101
H: -1.7854 0.6648 3.9374  0.105
C: 1.7707 0.1542 1.3359  -0.639
H: -2.0981 -2.9964 6.9679  0.104
Cu: -0.0481 0.3799 -1.3079  0.165

The calculation puts the total energy at -115645.461 eV. Its multiplicity is 2. Its orbital gap (spin up / spin down) is 6.99 / 5.57 eV. The LUMO energy (spin up / spin down) is -2.537 / -3.962 eV. Its total charge is +1. The HOMO energy (spin up / spin down) is -9.53 / -9.53 eV.

---

Here is a 6-piece molecular cluster, C18H34N6O4 overall at a distorted geometry from OMol25. Energies are from ωB97M-V/def2-TZVPD.

Each line ends with the Löwdin charge.
Geometry (Å):
H: -8.7308 -4.6042 -4.8330  0.063
H: -15.5766 -3.8262 -6.8473  0.076
H: -11.5069 -7.0290 -5.6820  0.098
C: -11.2503 -7.3286 -3.7164  -0.225
H: -15.6965 -5.5545 -2.1816  0.100
H: -13.7232 -5.8704 -7.7853  0.109
H: -18.7927 -9.4035 -6.5789  0.082
H: -10.6497 -8.5334 -5.4070  0.107
H: -20.2134 -7.7916 -5.2487  0.104
O: -14.2734 -5.8004 -5.0455  0.012
H: -14.8144 -7.6847 -6.2774  0.088
H: -14.1093 -6.8943 -9.1874  0.128
C: -14.8506 -5.5743 -2.8534  0.030
C: -15.2961 -2.4043 -5.2414  -0.237
C: -14.4386 -6.6234 -8.1509  -0.264
C: -19.6989 -7.5530 -6.1731  -0.258
N: -19.1752 -5.0289 -8.4420  0.150
H: -14.4795 -11.0400 -2.4589  0.107
C: -13.3282 -8.6846 -7.3488  -0.203
H: -15.0130 -0.1284 -6.8552  0.065
H: -15.6952 -10.2288 -1.3388  0.095
C: -19.2447 -5.4525 -7.3787  -0.247
C: -15.5342 -10.8161 -2.2260  0.045
C: -9.4596 -6.6314 -5.2370  -0.259
H: -17.0580 -1.7557 -6.9721  0.109
C: -14.5574 -7.8717 -7.3213  -0.207
C: -16.1097 -1.8423 -7.4822  -0.258
H: -20.4822 -7.6813 -6.9214  0.113
H: -16.3359 -6.0609 -7.3227  0.052
N: -16.1352 -10.0396 -3.3445  -0.441
H: -17.8006 -8.2471 -5.5566  0.074
O: -16.4038 -5.6185 -4.6378  0.041
C: -9.6186 -5.2001 -4.7521  -0.108
C: -15.2754 -2.8077 -6.6343  -0.200
H: -15.4414 -8.4598 -7.6316  0.125
H: -14.1962 -6.4432 -2.7109  0.072
N: -11.8323 -7.2276 -2.7136  0.149
H: -18.0319 -8.0922 -7.3645  0.062
N: -15.2309 -5.6131 -4.2497  -0.378
H: -15.9274 0.2020 -8.2967  0.076
N: -12.3412 -9.2761 -7.3431  0.143
H: -9.2733 -6.6578 -6.3241  0.111
H: -14.5201 -0.8244 -8.4474  0.086
H: -16.4092 -2.3636 -8.3970  0.107
O: -15.5944 -9.0557 -3.8131  0.053
C: -15.3538 -0.5675 -7.7709  -0.100
C: -19.3918 -6.0240 -6.0455  -0.172
N: -15.3408 -2.0478 -4.1471  0.153
H: -14.2400 -2.8850 -6.9674  0.124
C: -18.4873 -8.3695 -6.4164  -0.109
H: -9.9400 -5.2263 -3.7047  0.066
H: -16.0211 -11.8146 -2.1948  0.107
H: -16.4863 -6.7063 -8.8770  0.071
H: -8.5969 -7.1157 -4.7759  0.107
O: -17.1805 -10.5072 -3.7512  0.063
H: -18.5554 -5.7567 -5.3770  0.093
H: -10.4408 -4.7066 -5.3124  0.087
H: -15.8472 -5.0570 -8.7454  0.075
C: -10.7319 -7.4933 -5.0713  -0.189
H: -20.1841 -5.4870 -5.5463  0.109
C: -15.8304 -6.0629 -8.3029  -0.137
H: -14.2766 -4.6549 -2.7433  0.105

The calculation puts the total energy at -36341.308 eV. Its orbital gap is 10.91 eV. The LUMO energy is -0.295 eV. The HOMO energy is -11.21 eV.